1.
Density functional theory data (wB97M-V/def2-TZVPD) for a single C5H11NSi molecule.

Last columns: bonded neighbours and bond lengths (Å).
Positions of all 18 atoms, in Å:
1 C -1.4303 0.8959 -0.7712  C5 1.723, N6 1.137
2 C -1.7148 -1.4968 0.1351  C5 1.518, H8 1.154, H9 1.066, H10 1.131
3 C 0.8214 0.6281 1.9094  Si7 1.943, H11 1.054, H12 1.062, H13 1.030
4 C 1.6636 0.8540 -1.4062  Si7 1.964, H14 1.070, H15 1.064, H16 1.030
5 C -0.7282 -0.6749 -0.6745  C1 1.723, C2 1.518, Si7 1.979, H17 1.091
6 N -1.8996 1.9255 -0.6576  C1 1.137
7 Si 0.9992 -0.1570 0.1410  C3 1.943, C4 1.964, C5 1.979, H18 1.565
8 H -1.5741 -1.2142 1.2449  C2 1.154
9 H -2.6890 -1.0876 -0.0037  C2 1.066
10 H -1.7939 -2.5928 -0.1337  C2 1.131
11 H 1.7062 0.6028 2.4816  C3 1.054
12 H 0.6490 1.6749 1.8570  C3 1.062
13 H 0.0171 0.1412 2.3289  C3 1.030
14 H 1.4058 1.8870 -1.5132  C4 1.070
15 H 2.7197 0.9032 -1.5257  C4 1.064
16 H 1.1178 0.3366 -2.1100  C4 1.030
17 H -0.6553 -0.9774 -1.7203  C5 1.091
18 H 1.3853 -1.6483 0.4181  Si7 1.565

## Properties
Relative energy (zero: lowest compared OMol25 entry of this formula, charge and spin): 53.5 kcal/mol
Total charge: 0
Frontier orbital gap: 11.2 eV
SMILES: C[C@@H](C#N)[SiH](C)C



2.
Density functional theory data (wB97M-V/def2-TZVPD) for a 2-piece molecular cluster, C5H11O2 overall.

Last columns: bonded neighbours and bond lengths (Å).
Positions of all 18 atoms, in Å:
1 O -1.9756 2.4894 0.2276  C2 1.214
2 C -0.8258 2.1129 0.1301  O1 1.214, C3 1.512, H4 1.098
3 C 0.0952 2.4900 -1.0088  C2 1.512, H5 1.092, H6 1.089, H7 1.092
4 H -0.3965 1.4935 0.9281  C2 1.098
5 H -0.4657 3.0589 -1.7532  C3 1.092
6 H 0.4435 1.5314 -1.3916  C3 1.089
7 H 0.8962 3.1171 -0.6123  C3 1.092
8 C -0.2502 -1.2196 0.4872  O9 1.355, C10 1.558, H12 1.117, H13 1.132
9 O 0.1906 -0.3510 -0.4543  C8 1.355
10 C 0.4110 -2.6210 0.3258  C8 1.558, C11 1.519, H14 1.090, H15 1.098
11 C 1.9221 -2.4908 0.2370  C10 1.519, H16 1.097, H17 1.097, H18 1.087
12 H -1.3623 -1.3285 0.4861  C8 1.117
13 H -0.0502 -0.9284 1.5621  C8 1.132
14 H 0.0700 -2.9857 -0.6436  C10 1.090
15 H 0.0878 -3.2666 1.1532  C10 1.098
16 H 2.3786 -3.4643 0.0192  C11 1.097
17 H 2.3701 -2.1394 1.1748  C11 1.097
18 H 2.1645 -1.7376 -0.5089  C11 1.087

## Properties
Relative energy (zero: lowest compared OMol25 entry of this formula, charge and spin): 50.5 kcal/mol
Total charge: -1
Frontier orbital gap: 7.1 eV



3.
Density functional theory data (wB97M-V/def2-TZVPD) for a 2-piece molecular cluster, C5H11O2 overall.

Last columns: bonded neighbours and bond lengths (Å).
Positions of all 18 atoms, in Å:
1 C -0.6687 -1.8117 -0.9970  C2 1.559, C3 1.537, H4 1.104, H5 1.093
2 C -1.3506 -0.4117 -0.9217  C1 1.559, H6 1.088, H7 1.097, H10 1.085
3 C 0.0704 -1.9952 0.3382  C1 1.537, H8 1.098, H9 1.086, H11 1.085
4 H -1.4532 -2.5843 -1.0747  C1 1.104
5 H -0.1794 -1.9906 -1.9583  C1 1.093
6 H -0.5727 0.2188 -0.4969  C2 1.088
7 H -2.0744 -0.4326 -0.0970  C2 1.097
8 H 1.0907 -1.5906 0.3327  C3 1.098
9 H -0.4531 -1.3883 1.0715  C3 1.086
10 H -1.8551 -0.1171 -1.8364  C2 1.085
11 H 0.2149 -3.0223 0.6581  C3 1.085
12 C 0.8978 2.0209 0.1166  C13 1.530, H16 1.094, H17 1.081, H18 1.095
13 C 1.2235 2.3407 1.5765  C12 1.530, O14 1.255, O15 1.254
14 O 2.4324 2.2518 1.9003  C13 1.255
15 O 0.2774 2.7697 2.2781  C13 1.254
16 H 0.9917 0.9538 -0.1079  C12 1.094
17 H 1.5286 2.4525 -0.6484  C12 1.081
18 H -0.1202 2.3363 -0.1337  C12 1.095

## Properties
Relative energy (zero: lowest compared OMol25 entry of this formula, charge and spin): 17.6 kcal/mol
Total charge: -1
Frontier orbital gap: 7.3 eV



4.
Density functional theory data (wB97M-V/def2-TZVPD) for a 2-piece molecular cluster, C5H11O2 overall.

Last columns: bonded neighbours and bond lengths (Å).
Positions of all 18 atoms, in Å:
1 C 2.0139 0.6250 -1.3401  C2 1.556, H5 1.085, H6 1.095, H7 1.091
2 C 1.2728 1.9708 -1.5891  C1 1.556, O3 1.252, O4 1.257
3 O 1.8208 2.9884 -1.1084  C2 1.252
4 O 0.2262 1.9076 -2.2824  C2 1.257
5 H 2.8569 0.8375 -0.6904  C1 1.085
6 H 2.4927 0.3204 -2.2763  C1 1.095
7 H 1.3633 -0.1672 -0.9669  C1 1.091
8 C -0.6742 -0.4412 1.2522  C9 1.520, C10 1.510, H11 1.096, H12 1.093
9 C -1.1637 -1.7926 1.7476  C8 1.520, H13 1.098, H14 1.091, H17 1.094
10 C -1.2594 -0.0282 -0.0770  C8 1.510, H15 1.096, H16 1.083, H18 1.096
11 H -0.8886 0.3374 1.9935  C8 1.096
12 H 0.4166 -0.3826 1.2259  C8 1.093
13 H -2.2566 -1.7974 1.6404  C9 1.098
14 H -0.9951 -1.9881 2.8080  C9 1.091
15 H -2.2752 0.3696 0.0255  C10 1.096
16 H -0.6868 0.6743 -0.6700  C10 1.083
17 H -0.8070 -2.5805 1.0781  C9 1.094
18 H -1.4568 -0.8530 -0.7706  C10 1.096

## Properties
Relative energy (zero: lowest compared OMol25 entry of this formula, charge and spin): 7.1 kcal/mol
Total charge: -1
Frontier orbital gap: 7.5 eV